The following is a DFT calculation (wB97M-V/def2-TZVPD) of the molecule C26H29FN4O4S.

Geometry as XYZ:
```
65
C26H29FN4O4S (wB97M-V/def2-TZVPD)
S 5.92069 -1.61971 1.32075
F 4.17607 2.20856 -2.77107
O 1.83157 -3.24400 0.70223
O -4.76968 2.49980 1.24274
O 0.18884 -0.93034 -1.40099
O 2.97030 1.01433 1.68255
N -2.05816 2.22009 0.44591
N 2.89031 -3.16680 1.53158
N 1.85607 0.96393 -0.28752
N -0.32016 -3.05020 -0.81318
C 4.84930 -0.91896 -1.10788
C 0.32415 2.80436 0.30198
C -2.66520 3.53065 0.59843
C 4.42334 -0.02319 -2.07158
C 3.24187 -1.91233 1.61900
C -4.18046 1.23271 1.07220
C -4.36873 -3.41760 0.65472
C -5.22799 -2.46259 0.13793
C 4.60653 1.32866 -1.84334
C 2.38877 -1.09479 0.80384
C -3.07125 1.27074 0.02204
C -3.62691 -1.96051 -1.57592
C -2.76478 -2.92256 -1.06933
C 1.64578 2.39234 -0.35430
C -1.43237 -3.17976 -1.73218
C 4.42352 -1.47828 2.38659
C 1.51869 -2.01006 0.24812
C -0.89488 2.23007 -0.42393
C 2.42761 0.39458 0.78213
C 5.44107 -0.45236 0.05612
C -3.14578 -3.65023 0.05154
C 5.63458 0.90482 0.26029
C -3.79594 3.44383 1.62348
C -4.85618 -1.73658 -0.98015
C 0.40122 -1.92475 -0.72027
C 5.21426 1.80878 -0.69687
H -2.48706 -4.40744 0.45295
H -3.37131 3.16551 2.59979
H -0.11165 -3.81759 -0.19328
H -6.18535 -2.28737 0.60508
H -4.65444 -3.98790 1.52595
H -1.91295 4.23543 0.95388
H 2.47357 2.86910 0.17626
H -3.07251 3.89807 -0.36173
H -4.98019 0.55645 0.76658
H -2.62018 0.27999 -0.06531
H 6.09928 1.24940 1.17032
H 4.72529 -1.98141 -1.25477
H 4.32209 -0.44086 2.70040
H -3.75511 0.88728 2.02662
H -0.69488 1.19274 -0.69856
H 1.66432 2.69163 -1.40423
H -4.31403 4.40043 1.71061
H -1.27289 -2.45294 -2.53221
H -1.08150 2.79361 -1.35457
H -3.50837 1.54783 -0.95438
H 4.61455 -2.14398 3.22468
H -1.41139 -4.18988 -2.15306
H -3.33575 -1.38684 -2.44335
H 5.34409 2.87045 -0.56050
H 3.94952 -0.35723 -2.98086
H 0.31620 2.43906 1.33010
H 1.30918 0.38334 -0.91890
H 0.27813 3.89350 0.32735
H -5.52274 -0.99305 -1.39053
```

Summary:
Molar mass ... 512.61 g mol⁻¹
HOMO energy ... -8.6 eV
Gap between HOMO and LUMO ... 8.501 eV
SMILES string ... O=C(NCc1ccccc1)c1onc(CSc2ccc(F)cc2)c1C(=O)NCCCN1CCOCC1
LUMO energy ... -0.1 eV
Maximum force ... 0.0252 Eh/bohr